1.
Entry from OMol25: C10H9ClINOPb as an isolated structure at a distorted geometry (the ωB97M-V functional and the def2-TZVPD basis).

```
24
Properties=species:S:1:pos:R:3:forces:R:3
Pb 1.860368 2.148693 0.398103 0.8 0.4 0.5
C 3.189333 0.951988 -1.098131 0.1 0.2 -0.2
H 3.195253 1.605496 -1.983492 0.1 -0.3 0.3
H 4.165615 0.936127 -0.584153 -0.5 0.0 -0.3
H 2.818779 -0.052874 -1.325913 0.0 0.4 0.2
H 4.416519 -1.725449 -1.459300 -0.4 -0.3 0.6
H 4.019428 -1.917593 -0.834406 0.5 0.1 -0.6
Cl -4.410326 -1.267436 0.211424 1.1 0.5 -0.4
C -2.934163 -0.508513 -0.230574 -1.0 -0.4 0.5
C -2.815226 0.050689 -1.496060 0.5 0.4 -0.7
C -1.667835 0.758429 -1.869488 -1.8 0.0 -1.5
I -1.431263 1.471107 -3.804869 -0.1 -0.3 1.0
C -0.682586 1.044043 -0.891438 2.7 2.5 0.2
O 0.180823 2.000798 -1.062686 -1.9 -2.9 0.0
C -0.693163 0.275244 0.332954 0.2 -0.5 1.5
N 0.399527 0.379995 1.143515 -0.9 -0.3 -0.7
C 0.412455 -0.282095 2.312442 -0.3 0.1 0.1
C -0.692815 -1.002406 2.777107 0.4 0.1 -0.1
C -1.830140 -1.072791 1.987025 -0.4 0.2 -0.5
C -1.848797 -0.459476 0.713850 1.2 0.2 0.5
H -3.615744 -0.051390 -2.219799 0.0 -0.1 0.1
H 1.328970 -0.201802 2.898923 -0.3 0.0 -0.1
H -0.639739 -1.497852 3.747944 -0.1 0.2 -0.3
H -2.725271 -1.582933 2.337023 0.2 0.0 0.0
```
Positions in Å, forces in eV/Å.

Charge: +2
E: -1466.4682 Eh
Highest occupied orbital energy (spin up / spin down): -15.36 / -15.36 eV
Frontier orbital gap (spin up / spin down): 4.18 / 4.18 eV
Spin multiplicity: 1



2.
Entry from OMol25: a 2-piece molecular cluster, CH4INO2 overall at a distorted geometry (the ωB97M-V functional and the def2-TZVPD basis).

```
9
Properties=species:S:1:pos:R:3:forces:R:3
N 1.235410 -0.608091 -0.355063 0.0 1.9 -1.3
O 0.411981 -0.985479 0.626226 -1.0 -0.6 0.4
H 2.221449 -0.884150 -0.025134 -1.3 1.6 -1.1
H 1.097429 -1.021540 -1.309107 -0.1 -0.7 0.9
H 0.888988 0.471806 -0.672154 1.9 -2.1 1.3
O -0.584691 1.370883 -0.271041 2.8 2.4 -3.2
C -1.205171 0.830490 0.532659 -2.0 -1.5 2.7
I -2.917768 -0.259262 -0.129580 -0.3 -0.4 0.3
H -1.147629 1.085344 1.603196 -0.2 -0.7 0.0
```
Positions in Å, forces in eV/Å.

SMILES: [NH3+][O-].O=CI
Energy above the lowest of the compared OMol25 structures with the same formula, charge and spin: 1.1022 eV
Charge: 0
E: -543.2983 Eh
Highest occupied orbital energy: -9.13 eV
Frontier orbital gap: 9.52 eV
Spin multiplicity: 1



3.
Entry from OMol25: one molecule with the formula CH2NOP at a distorted geometry (the ωB97M-V functional and the def2-TZVPD basis).

```
6
Properties=species:S:1:pos:R:3:forces:R:3
N 2.318946 1.418056 0.448702 1.4 1.3 0.5
C 1.413708 0.823351 0.107917 -3.9 -3.6 -1.0
O 0.473811 -0.087694 -0.275119 1.5 1.9 0.4
P -1.156012 -0.149879 0.323095 0.3 -0.4 -0.4
H -1.870698 -0.449552 -0.882576 0.3 1.1 -0.3
H -1.179755 -1.554282 0.277981 0.4 -0.4 0.9
```
Positions in Å, forces in eV/Å.

SMILES: N#COP
Energy above the lowest of the compared OMol25 structures with the same formula, charge and spin: 1.5789 eV
Charge: 0
E: -510.5875 Eh
Highest occupied orbital energy: -11.10 eV
Frontier orbital gap: 11.04 eV
Spin multiplicity: 1



4.
Entry from OMol25: C41H29Cl2N7O4Rb as an isolated structure at a distorted geometry (the ωB97M-V functional and the def2-TZVPD basis).

```
84
Properties=species:S:1:pos:R:3:forces:R:3
Rb 0.343257 -0.254434 0.300721 0.3 0.3 -0.2
Cl -0.263961 3.195830 7.021699 0.0 -0.3 0.4
C 0.111758 2.941908 5.345227 0.1 0.7 -0.8
C 0.254760 1.671964 4.826044 0.3 1.2 -1.3
C 0.534622 1.532819 3.414647 -2.0 2.8 1.7
N 1.127645 0.454428 2.943857 1.0 -3.0 -0.8
C 1.994041 -0.155454 3.767966 -0.3 0.5 -0.5
O 2.404464 0.185871 4.892122 -0.2 0.0 0.0
C 2.667808 -1.395628 3.233709 0.4 -0.5 0.9
C 3.519973 -2.002671 4.157440 1.1 -1.7 -0.8
C 4.241051 -3.137257 3.736278 -0.3 0.5 -0.7
C 4.140889 -3.589744 2.381971 -0.3 0.3 0.5
C 3.198942 -2.955629 1.573375 0.1 0.7 2.1
N 2.471715 -1.922557 2.049072 -0.4 0.1 -1.9
C 0.038293 2.592832 2.552332 0.8 2.0 3.2
C 0.071680 3.944013 3.135246 0.3 -2.5 1.0
C 0.227045 4.089063 4.500750 -0.7 -2.0 0.4
Cl 0.329636 5.616733 5.248259 0.1 1.2 0.1
N -0.472047 2.336444 1.351266 -0.1 -1.1 -2.1
C -0.978202 3.298991 0.606467 0.5 -0.3 -0.4
O -1.014898 4.522070 0.779154 -0.1 1.1 0.4
C -1.547460 2.896210 -0.721879 -1.8 3.2 -1.0
C -2.409833 3.909005 -1.376084 0.7 -1.2 0.7
C -2.965734 3.564849 -2.595272 -0.2 1.5 0.5
C -2.577707 2.405087 -3.190970 0.2 -3.4 -0.8
C -1.770926 1.486071 -2.492514 -0.5 0.8 -0.8
N -1.250831 1.789240 -1.327309 0.5 -1.4 1.1
H 0.198301 0.791374 5.440703 0.2 0.0 0.2
H 3.618451 -1.580564 5.145329 0.0 -0.1 0.0
H 4.892063 -3.623308 4.457680 0.0 -0.1 -0.3
H 4.719406 -4.413163 1.942860 -0.1 0.3 0.6
H 2.984704 -3.255959 0.566104 0.0 -0.2 -0.4
H -0.082433 4.801618 2.550982 0.0 0.7 -0.7
H -2.626596 4.891461 -0.927768 0.3 -0.9 0.1
H -3.708709 4.209423 -3.089600 0.5 -0.2 0.2
H -2.988499 2.036630 -4.137186 0.0 0.5 0.2
H -1.522301 0.456532 -2.767948 -0.2 0.4 -0.8
C -2.577175 -4.496656 1.198732 0.8 -1.3 -1.0
O -2.436463 -4.318921 -0.247636 0.5 -0.2 0.1
C -1.583206 -3.246352 -0.442788 -1.8 -0.2 1.6
N -1.355059 -2.555491 0.605257 1.1 -0.7 -1.0
C -1.966486 -3.220070 1.770883 -1.4 1.4 0.2
C -3.030077 -2.223578 2.296465 -0.1 -0.9 0.0
C -4.367134 -2.645457 2.346284 0.0 1.1 0.1
C -5.340393 -1.691561 2.657447 -1.1 -0.6 -0.1
C -5.019226 -0.369801 2.973409 -0.3 -1.0 -0.3
C -3.680228 -0.020375 2.995830 0.0 -0.2 0.4
C -2.669069 -0.922588 2.675674 0.3 -0.4 -0.2
C -1.292244 -3.034565 -1.884613 -0.3 -0.8 -1.4
C -2.010962 -3.792038 -2.859566 -0.6 -0.2 1.3
C -1.709520 -3.657958 -4.199686 0.4 0.1 0.3
C -0.667724 -2.812019 -4.572078 0.5 -0.1 -0.3
C -0.022061 -2.098711 -3.552060 -0.1 0.0 -1.0
N -0.323431 -2.224730 -2.262074 0.3 0.6 0.4
C 1.073124 -1.154547 -3.929673 1.4 1.3 1.4
N 1.682982 -0.351141 -3.120688 -0.3 -1.4 -1.0
C 2.839361 0.210050 -3.882284 -0.5 -0.3 0.4
C 2.534881 -0.196949 -5.331209 -0.2 0.8 0.6
O 1.524442 -1.183797 -5.219590 -1.0 -1.0 0.3
C 3.070226 1.649712 -3.549898 0.7 0.5 -0.8
C 2.907876 2.083686 -2.253106 -0.4 0.0 1.1
C 3.012108 3.417722 -1.907029 0.9 0.2 -0.8
C 3.429782 4.325496 -2.891793 0.0 0.8 0.7
C 3.826023 3.882584 -4.161946 -0.4 0.2 0.9
C 3.646188 2.528819 -4.471581 -0.1 0.4 -0.3
H -1.969378 -5.382579 1.464649 -0.1 0.4 -0.1
H -3.626721 -4.793510 1.352823 0.7 0.6 0.1
H -1.240270 -3.383780 2.568482 0.2 -0.1 -0.3
H -4.687383 -3.672237 2.121180 0.2 0.8 0.2
H -6.392282 -2.057406 2.621664 0.8 0.6 0.2
H -5.798453 0.362256 3.209380 0.4 -0.3 -0.1
H -3.487571 0.953920 3.367144 0.7 0.8 0.0
H -1.584719 -0.662712 2.704741 -1.0 0.1 0.0
H -2.803654 -4.491705 -2.513301 0.7 0.7 -0.4
H -2.242850 -4.251308 -4.925732 0.0 0.0 -0.1
H -0.287927 -2.772619 -5.619699 -0.5 0.2 1.0
H 3.766446 -0.283520 -3.580138 -0.2 -0.5 0.3
H 3.385815 -0.671829 -5.757553 0.6 -0.1 -0.8
H 2.134535 0.622216 -5.925318 0.2 0.1 -0.2
H 2.743933 1.370942 -1.451384 -0.4 -0.1 -0.2
H 2.929441 3.717256 -0.868280 -0.3 0.1 -0.2
H 3.495087 5.398186 -2.574675 0.1 -1.0 -0.6
H 4.257970 4.627682 -4.837216 -0.2 -0.6 0.0
H 4.001116 2.155878 -5.432193 -0.3 0.1 0.0
```
Positions in Å, forces in eV/Å.

Charge: -1
E: -3208.5636 Eh
Highest occupied orbital energy: -2.65 eV
Frontier orbital gap: 3.94 eV
Spin multiplicity: 1



5.
Entry from OMol25: a 3-piece molecular cluster, C2H12NO3 overall at a distorted geometry (the ωB97M-V functional and the def2-TZVPD basis).

```
18
Properties=species:S:1:pos:R:3:forces:R:3
C -1.384472 -1.053645 1.686804 -0.7 3.0 -0.5
O -0.144513 -1.418227 2.181482 0.9 -0.1 -0.1
C -1.149321 0.174143 0.676333 -0.2 0.5 -1.4
N 0.181086 0.012961 -0.044121 0.1 2.4 -1.6
H -1.995824 -0.521247 2.491079 0.1 -1.5 -1.0
H -1.843473 -1.857249 1.072360 -0.1 0.4 0.9
H -0.199200 -1.756167 3.074684 -0.1 -0.1 0.2
H -1.789710 0.089067 -0.214330 -0.6 -0.1 0.7
H -1.298216 1.289077 0.967405 0.7 -2.2 0.3
H 0.140333 -0.640132 -0.880407 0.6 0.3 1.9
H 0.960985 -0.123825 0.609534 -0.2 -0.8 -0.4
H 0.429693 0.931148 -0.585591 -0.9 -1.4 1.3
H -0.039915 3.179787 -2.212400 -1.2 1.2 -1.8
H 1.150554 2.429077 -1.806658 1.0 0.0 -0.4
O 0.329470 2.763168 -1.475029 0.4 -1.3 2.1
H 2.043342 -1.895473 -2.197934 -0.2 1.9 1.4
H 2.703918 -0.524434 -1.738995 -0.6 -0.7 0.0
O 1.905256 -1.078021 -1.604214 1.1 -1.5 -1.7
```
Positions in Å, forces in eV/Å.

Energy above the lowest of the compared OMol25 structures with the same formula, charge and spin: 1.3267 eV
Charge: +1
E: -363.6021 Eh
Highest occupied orbital energy: -14.73 eV
Frontier orbital gap: 11.47 eV
Spin multiplicity: 1



6.
Entry from OMol25: a 2-piece molecular cluster, C8H15N2O4 overall at a distorted geometry (the ωB97M-V functional and the def2-TZVPD basis).

```
29
Properties=species:S:1:pos:R:3:forces:R:3
C -0.450240 3.188935 -1.296670 -0.4 -1.0 0.4
C -0.557123 1.803888 -1.989588 1.3 0.1 -1.2
C 0.624039 1.010562 -1.323048 -1.5 -2.0 -0.1
C 1.220791 1.906918 -0.286434 0.8 1.5 -0.1
C -1.429027 -0.120548 -1.040136 -0.6 -1.1 -1.1
C -1.618617 -1.118550 -2.273178 0.9 2.6 0.0
C -2.399451 -0.421279 0.119713 0.8 -0.1 -0.2
C 1.231186 -0.382625 2.210138 -0.4 -1.6 2.0
N 0.614473 3.095151 -0.341600 0.3 1.6 -0.1
N 2.602674 -0.300817 1.740396 1.2 3.6 -0.3
O -1.223869 4.078794 -1.320997 0.0 0.6 -0.4
O -1.719493 1.203319 -1.457506 0.7 0.5 -0.6
O -0.046784 -0.077309 -0.601330 0.1 0.8 -0.8
O 2.178084 1.715509 0.471883 -0.4 0.3 -0.8
H -0.440151 1.847925 -3.180927 -0.6 -0.1 2.6
H 1.365884 0.588186 -2.024007 -0.2 0.4 0.3
H -0.737492 -1.063889 -2.946856 -0.3 -0.4 0.6
H -2.430959 -0.751890 -2.888212 -0.3 0.4 0.1
H -1.921380 -2.091368 -2.011339 0.3 -1.3 0.6
H -3.206490 0.344858 -0.010080 0.6 -0.9 0.6
H -1.795762 -0.270646 1.086434 -1.4 -0.4 -1.2
H -2.795467 -1.464850 -0.055597 0.4 1.2 0.9
H 0.594147 -0.268945 1.398929 -1.0 0.5 -1.6
H 1.043124 -1.439946 2.500942 0.1 0.9 0.6
H 0.975884 3.957193 0.141493 -0.7 -1.4 -0.4
H 2.545502 0.500944 0.904731 0.0 -0.9 1.0
H 2.883981 -1.129712 1.294166 1.0 -1.4 0.0
H 3.309094 0.199738 2.356527 -1.0 -1.7 -0.6
H 0.941662 0.365898 2.961451 0.6 -0.5 -0.1
```
Positions in Å, forces in eV/Å.

Energy above the lowest of the compared OMol25 structures with the same formula, charge and spin: 0.0000 eV
Charge: +1
E: -724.0500 Eh
Highest occupied orbital energy: -13.63 eV
Frontier orbital gap: 10.39 eV
Spin multiplicity: 1



7.
Entry from OMol25: one molecule with the formula C8H10ClNOS at a distorted geometry (the ωB97M-V functional and the def2-TZVPD basis).

```
22
Properties=species:S:1:pos:R:3:forces:R:3
C 1.512370 2.163702 -0.864835 -0.4 0.1 -0.1
C 0.533424 0.985218 -0.786425 0.2 -1.6 -2.2
S -0.045524 0.874920 0.932476 -2.0 -1.2 0.9
O 0.458504 1.884819 1.825310 1.3 0.6 0.1
C 0.025994 -0.670130 1.592810 -0.1 2.4 -2.7
C -0.782133 -1.712385 1.153808 -0.3 -1.5 -0.3
C -1.469332 -1.749708 -0.038148 1.1 2.0 0.7
C -2.298098 -2.771341 -0.288386 -2.6 -2.9 -1.5
C -2.363652 -3.848793 0.638630 1.1 2.1 -0.8
Cl -3.349342 -5.162107 0.251324 -0.6 -1.0 0.0
N -1.644859 -3.834805 1.763326 -3.3 -3.8 -1.6
C -0.937712 -2.830055 1.980849 1.0 3.4 -1.4
H 2.490538 1.796935 -0.811321 1.6 -0.4 0.7
H 1.535485 2.679915 -1.820552 -0.7 0.0 -0.2
H 1.310886 2.888894 -0.067975 0.2 -0.2 -0.2
H 0.926834 -0.119876 -1.089705 -0.5 2.8 0.9
H -0.252993 1.228314 -1.576489 0.2 -0.6 1.7
H -1.350397 1.384114 0.721214 0.4 -0.9 -0.2
H 0.416227 -0.736423 2.530850 1.1 0.6 2.5
H -1.298748 -0.831801 -0.571768 -0.7 -0.2 -1.3
H -2.956096 -2.851435 -1.223985 1.2 0.3 1.5
H -0.521549 -2.746929 2.885890 1.9 -0.1 3.5
```
Positions in Å, forces in eV/Å.

SMILES: CC[S@H](=O)=Cc1ccc(Cl)nc1
Energy above the lowest of the compared OMol25 structures with the same formula, charge and spin: 2.4366 eV
Charge: 0
E: -1299.0426 Eh
Highest occupied orbital energy: -7.34 eV
Frontier orbital gap: 7.28 eV
Spin multiplicity: 1